An isolated molecule of C3H5NO2S2 in a non-equilibrium geometry. Source: the OMol25 dataset; level of theory: wB97M-V/def2-TZVPD.

CARTESIAN COORDINATES (ANGSTROEM)
1 C 1.18 0.62 2.01
2 O 1.11 1.04 0.64
3 N 0.06 0.60 0.07
4 C 0.03 -0.31 -0.78
5 S 1.31 -1.15 -1.40
6 C -1.49 -0.53 -1.42
7 O -1.67 -1.39 -2.36
8 S -2.76 0.37 -0.94
9 H 2.17 0.96 2.41
10 H 0.30 0.79 2.57
11 H 1.23 -0.49 1.98
12 H -0.82 1.08 -0.03
13 H -0.64 -1.59 -2.77

Output
relative energy (zero: lowest compared OMol25 entry of this formula, charge and spin): 92.9 kcal/mol
orbital gap: 8.198 eV
DFT total energy: -30444.080 eV
multiplicity: 1
E_LUMO: -0.64 eV
structure (SMILES): CONC(=S)C(O)=S